Molecular formula: C59H91F7O19P
Method: DFT, the ωB97M-V functional and the def2-TZVPD basis

```
177
Properties=species:S:1:pos:R:3:lowdin_charge:R:1
C 7.22 -2.42 2.65 -0.1241
O 7.93 -1.72 1.60 -0.2381
C 7.22 -0.49 1.22 -0.2111
C 6.23 -0.74 -0.03 -0.1614
C 5.52 0.60 -0.57 -0.2003
C 3.90 0.54 -0.51 -0.1894
C 3.33 1.38 -1.76 -0.2166
C 2.09 2.33 -1.41 -0.2217
C 0.89 1.59 -0.63 -0.1873
C 0.20 0.44 -1.55 -0.1840
C -1.33 0.79 -1.89 -0.1961
C -2.36 -0.47 -1.62 -0.2284
C -3.58 0.15 -0.85 -0.3029
P -4.95 -0.99 -0.10 0.6118
C -3.68 -2.36 0.42 -0.2248
C -2.68 -1.67 1.50 -0.2668
O -1.42 -1.70 1.41 -0.0639
C -6.22 -1.94 0.99 -0.3197
O -6.67 -3.22 0.56 -0.2872
C -7.08 -4.12 1.60 -0.1174
C -6.23 0.44 -0.34 -0.2704
C -5.94 1.53 0.82 -0.1781
C -6.50 1.37 2.26 -0.0300
C -6.19 2.37 3.40 -0.0231
C -5.28 3.62 3.20 -0.2231
C -4.92 4.64 4.39 -0.1173
C -4.73 3.82 1.74 -0.0479
C -5.04 2.80 0.58 -0.0363
C -5.47 -1.79 -1.75 -0.2851
F -5.20 -0.81 -2.82 -0.0334
F -6.92 -1.86 -1.95 -0.0170
C -4.90 -3.10 -2.36 -0.1880
F -5.54 -3.10 -3.70 0.0046
F -3.54 -3.18 -2.78 0.0615
C -5.33 -4.56 -1.89 -0.3015
F -4.84 -5.45 -2.92 0.0491
F -4.76 -5.05 -0.71 0.0991
F -6.74 -4.76 -1.94 0.0806
H 6.11 -2.12 2.63 0.0718
H 7.26 -3.54 2.41 0.0943
H 7.65 -2.22 3.69 0.0949
H 8.05 0.27 0.95 0.1285
H 6.66 -0.06 2.13 0.1212
H 6.92 -1.14 -0.88 0.1001
H 5.50 -1.59 0.21 0.0919
H 5.92 1.48 0.04 0.1054
H 5.87 0.74 -1.66 0.1064
H 3.63 -0.58 -0.62 0.1127
H 3.56 0.91 0.51 0.1094
H 3.11 0.70 -2.65 0.1063
H 4.19 2.08 -2.10 0.0995
H 1.70 2.76 -2.41 0.0964
H 2.50 3.23 -0.83 0.0944
H 0.15 2.40 -0.33 0.1011
H 1.32 1.11 0.33 0.0980
H 0.78 0.39 -2.53 0.0936
H 0.33 -0.54 -0.96 0.1064
H -1.65 1.71 -1.27 0.0917
H -1.42 1.14 -2.99 0.1054
H -2.64 -0.77 -2.71 0.1042
H -1.69 -1.23 -1.10 0.0788
H -3.99 1.00 -1.51 0.0862
H -3.09 0.75 0.02 0.1017
H -4.60 -0.36 1.16 0.0029
H -3.01 -2.79 -0.38 0.0676
H -4.13 -3.23 1.00 0.0822
H -3.10 -1.16 2.46 0.1180
H -5.69 -2.10 2.02 0.0849
H -7.14 -1.30 1.30 0.0926
H -8.20 -4.07 1.81 0.0912
H -6.49 -4.02 2.58 0.0806
H -6.87 -5.19 1.22 0.0947
H -6.14 1.02 -1.32 0.0806
H -7.33 0.10 -0.33 0.0688
H -7.16 0.47 2.48 0.0748
H -6.66 2.16 4.42 0.0586
H -5.77 5.35 4.66 0.0687
H -4.63 4.03 5.33 0.0758
H -3.95 5.19 4.08 0.0693
H -4.09 4.75 1.57 0.0733
H -4.56 3.02 -0.43 0.0781
O -6.74 1.34 6.27 0.0816
C -6.79 0.16 6.01 -0.4687
O -6.27 -0.39 4.89 0.0188
C -6.60 -1.79 4.85 -0.1709
C -6.90 -2.17 6.28 -0.1606
C -7.48 -0.89 6.85 -0.0789
H -7.47 -1.92 4.20 0.1311
H -5.77 -2.35 4.44 0.0778
H -7.56 -3.03 6.37 0.1223
H -5.96 -2.41 6.80 0.1130
H -8.56 -0.82 6.69 0.1327
H -7.24 -0.77 7.90 0.1245
O 3.86 -2.69 1.72 0.1227
C 3.95 -3.65 2.44 -0.4621
O 5.13 -4.21 2.82 -0.0295
C 4.86 -5.40 3.58 -0.1576
C 3.45 -5.23 4.10 -0.1661
C 2.79 -4.42 3.00 -0.0725
H 4.95 -6.26 2.92 0.1293
H 5.59 -5.49 4.39 0.1282
H 2.95 -6.17 4.31 0.1172
H 3.47 -4.64 5.02 0.1206
H 2.38 -5.06 2.22 0.1388
H 2.02 -3.75 3.39 0.1283
O 2.31 5.31 -1.80 0.0920
C 1.90 5.49 -2.92 -0.4614
O 0.79 4.89 -3.43 0.0274
C 0.65 5.24 -4.81 -0.1585
C 1.44 6.52 -4.98 -0.1670
C 2.55 6.36 -3.97 -0.0769
H 1.05 4.43 -5.42 0.1309
H -0.40 5.38 -5.05 0.1291
H 1.79 6.68 -6.00 0.1169
H 0.82 7.38 -4.70 0.1210
H 3.41 5.82 -4.39 0.1361
H 2.86 7.31 -3.54 0.1294
O 9.62 0.31 -2.15 0.1128
C 9.68 -0.85 -2.45 -0.4700
O 8.99 -1.84 -1.83 0.0124
C 9.39 -3.11 -2.36 -0.1551
C 9.97 -2.80 -3.72 -0.1627
C 10.57 -1.43 -3.52 -0.0805
H 10.12 -3.55 -1.68 0.1283
H 8.52 -3.77 -2.42 0.1300
H 10.69 -3.55 -4.06 0.1185
H 9.17 -2.75 -4.46 0.1178
H 11.59 -1.49 -3.14 0.1341
H 10.53 -0.84 -4.43 0.1071
O -9.16 1.37 -1.21 0.1220
C -9.86 0.82 -2.02 -0.4653
O -10.55 1.48 -3.01 0.0235
C -11.36 0.54 -3.72 -0.1769
C -10.71 -0.81 -3.48 -0.1652
C -10.14 -0.65 -2.08 -0.0753
H -12.38 0.59 -3.33 0.1227
H -11.37 0.80 -4.78 0.1220
H -11.41 -1.64 -3.57 0.1151
H -9.90 -0.97 -4.19 0.1240
H -10.87 -0.91 -1.31 0.1347
H -9.23 -1.23 -1.96 0.1136
O 8.74 -0.93 -6.74 0.1119
C 9.56 -0.17 -7.19 -0.4815
O 10.56 -0.53 -8.04 0.0270
C 11.40 0.60 -8.28 -0.1678
C 10.56 1.81 -7.97 -0.1657
C 9.66 1.30 -6.86 -0.0797
H 12.28 0.53 -7.63 0.1275
H 11.73 0.59 -9.32 0.1255
H 11.14 2.69 -7.68 0.1192
H 9.95 2.08 -8.84 0.1213
H 10.11 1.41 -5.88 0.1330
H 8.68 1.77 -6.89 0.1325
O 6.92 7.92 1.78 0.1020
C 5.89 7.32 1.61 -0.4834
O 5.18 7.33 0.45 0.0275
C 3.96 6.60 0.63 -0.1604
C 4.22 5.68 1.80 -0.1609
C 5.19 6.48 2.64 -0.0872
H 3.16 7.31 0.84 0.1311
H 3.73 6.05 -0.28 0.0976
H 3.31 5.38 2.33 0.1214
H 4.72 4.77 1.45 0.1210
H 4.67 7.14 3.34 0.1317
H 5.89 5.84 3.18 0.1267
O -4.89 -3.91 4.96 0.0830
C -3.73 -3.83 5.30 -0.4424
O -3.21 -4.50 6.36 0.0331
C -1.85 -4.09 6.56 -0.1663
C -1.41 -3.53 5.22 -0.1567
C -2.69 -2.95 4.67 -0.0700
H -1.82 -3.34 7.35 0.1277
H -1.25 -4.95 6.86 0.1239
H -0.59 -2.81 5.31 0.1217
H -1.07 -4.35 4.57 0.1226
H -2.84 -1.92 5.00 0.1472
H -2.73 -3.01 3.59 0.1022
```

Energy relative to the best compared isomer or geometry (same formula, charge and spin) (kcal/mol): 223.67
Gap between HOMO and LUMO (eV): 6.04
Strongest force on any atom (eV/Å): 4.9
Net charge: -1